Here is a structure of composition C44H61IrN2O6P2S2Si4 from OMol25. Energies are from the ωB97M-V functional and the def2-TZVPD basis.

HOMO-LUMO gap (alpha / beta) = 5.841 / 5.514 eV
Spin multiplicity = 2
Total energy = -136485.9474 eV
Total charge = -1
Energy above the lowest of the compared OMol25 structures with the same formula, charge and spin = 2.748 eV

Each line ends with the Löwdin spin population.
Positions of all 122 atoms, in Å:
Ir (-0.190058, -0.670228, -0.400849)  0.7242
C (2.247511, -2.548519, -2.655773)  0.0001
Si (2.646181, -0.735014, -2.477633)  0.0076
C (4.459308, -0.689183, -1.953545)  0.0053
C (2.650962, 0.002538, -4.198370)  -0.0009
N (1.704982, 0.010799, -1.184930)  0.0606
P (1.337820, 1.589559, -0.999648)  0.0135
C (0.029452, 2.047860, -0.075102)  0.0744
P (-0.605679, 1.505159, 1.368892)  0.0113
N (-0.375289, -0.066329, 1.694052)  0.0112
Si (-0.372112, -0.733323, 3.319858)  0.0014
C (-1.178872, 0.334431, 4.637130)  -0.0007
C (1.372343, -1.032632, 3.966965)  0.0006
C (-1.282479, -2.367755, 3.439580)  0.0002
C (-2.323955, 2.051463, 1.545069)  0.0003
C (-3.283363, 1.229018, 2.120401)  0.0001
C (-4.570930, 1.696937, 2.332631)  0.0000
C (-4.906117, 2.985663, 1.951650)  0.0000
C (-3.958413, 3.801579, 1.347858)  0.0001
C (-2.670991, 3.335793, 1.140114)  0.0000
C (0.218696, 2.544707, 2.657369)  0.0018
C (1.525871, 2.194673, 2.985795)  0.0018
C (2.221063, 2.861209, 3.981014)  -0.0001
C (1.614584, 3.901262, 4.670592)  0.0016
C (0.308073, 4.254739, 4.363199)  -0.0001
C (-0.385989, 3.580382, 3.367453)  0.0014
C (2.730699, 2.282994, 0.009051)  0.0014
C (3.698286, 1.459910, 0.572902)  0.0026
C (4.732504, 1.996582, 1.333296)  0.0001
C (4.801011, 3.364484, 1.540930)  0.0015
C (3.823243, 4.194514, 1.001212)  -0.0002
C (2.798311, 3.657865, 0.242148)  0.0020
C (1.526012, 2.708288, -2.413435)  0.0005
C (2.791649, 2.948142, -2.939310)  0.0000
C (2.952684, 3.828181, -3.998032)  0.0000
C (1.846293, 4.482146, -4.523083)  -0.0001
C (0.585943, 4.260962, -3.983183)  0.0000
C (0.420054, 3.377401, -2.927453)  0.0000
H (2.894711, -2.979316, -3.423445)  0.0000
H (1.213001, -2.691476, -2.959092)  0.0000
H (2.411298, -3.088617, -1.727789)  0.0000
H (5.055834, -1.085108, -2.779677)  0.0007
H (4.652048, -1.306358, -1.074853)  0.0000
H (4.817125, 0.317927, -1.733490)  -0.0001
H (2.940737, -0.796388, -4.885285)  -0.0001
H (3.361717, 0.820382, -4.301548)  0.0000
H (1.667397, 0.358282, -4.509782)  0.0000
H (-0.642893, 1.266604, 4.811618)  0.0000
H (-1.168062, -0.243451, 5.565926)  -0.0001
H (-2.214162, 0.587673, 4.410267)  0.0000
H (1.797332, -0.122269, 4.390124)  0.0000
H (2.045462, -1.388293, 3.192396)  0.0000
H (1.343918, -1.786249, 4.758371)  0.0001
H (-2.335616, -2.211197, 3.678475)  0.0000
H (-0.848799, -2.956480, 4.248827)  0.0000
H (-1.224008, -2.953527, 2.527990)  0.0000
H (-3.027666, 0.204950, 2.362967)  0.0001
H (-5.317127, 1.045987, 2.770038)  0.0000
H (-5.916400, 3.348126, 2.095745)  0.0000
H (-4.227602, 4.798868, 1.023923)  0.0000
H (-1.932694, 3.951719, 0.640274)  0.0000
H (1.996280, 1.372623, 2.462081)  0.0000
H (3.235141, 2.564970, 4.219353)  0.0000
H (2.154679, 4.433586, 5.443740)  0.0001
H (-0.183475, 5.047533, 4.913745)  -0.0001
H (-1.410009, 3.861388, 3.162431)  0.0001
H (3.636692, 0.391788, 0.408056)  0.0006
H (5.484461, 1.341933, 1.758494)  0.0000
H (5.610318, 3.788055, 2.123072)  0.0001
H (3.866040, 5.263081, 1.172654)  -0.0001
H (2.039260, 4.307153, -0.180424)  0.0003
H (3.657947, 2.455159, -2.512959)  0.0000
H (3.938281, 4.001322, -4.412298)  0.0000
H (1.968461, 5.173581, -5.348098)  0.0000
H (-0.274971, 4.776713, -4.389075)  0.0000
H (-0.556315, 3.194081, -2.494597)  0.0000
O (-0.543557, -1.456146, -2.426392)  -0.0044
S (-0.921005, -0.418191, -3.458169)  -0.0004
O (-0.355083, -0.705297, -4.753550)  0.0000
O (-0.694455, 0.914659, -2.975813)  -0.0010
C (-2.676631, -0.651015, -3.626657)  -0.0003
C (-3.081418, -1.543575, -4.613453)  0.0001
C (-4.427840, -1.743525, -4.862544)  -0.0001
C (-5.372647, -1.050257, -4.121388)  0.0001
C (-4.970379, -0.195006, -3.109058)  -0.0001
C (-3.619249, -0.001077, -2.838450)  -0.0003
S (-3.245236, 0.990253, -1.372341)  0.0041
O (-4.497531, 1.000560, -0.650410)  0.0129
O (-2.764610, 2.275248, -1.790608)  -0.0004
O (-2.273027, 0.126998, -0.616107)  0.0595
H (-2.322309, -2.052531, -5.190023)  0.0000
H (-4.737427, -2.435222, -5.635785)  0.0000
H (-6.427734, -1.192182, -4.319675)  0.0000
H (-5.687072, 0.309494, -2.477700)  0.0001
C (-2.645161, -3.698807, -1.785749)  0.0007
Si (-1.996303, -3.487463, -0.036236)  -0.0012
C (-3.352913, -2.537420, 0.840524)  -0.0005
C (-1.973405, -5.229864, 0.702644)  -0.0025
C (-0.221220, -2.819775, -0.065736)  -0.0072
Si (1.229592, -3.586255, 0.854378)  0.0043
C (1.049914, -4.317992, 2.579719)  0.0006
C (1.821669, -5.055077, -0.179449)  0.0022
C (2.653957, -2.351363, 0.989601)  0.0039
H (-3.444229, -4.445056, -1.800572)  0.0001
H (-1.866982, -4.004284, -2.487118)  0.0000
H (-3.052798, -2.758035, -2.148848)  0.0000
H (-4.300848, -3.052067, 0.659157)  0.0001
H (-3.433508, -1.532328, 0.429053)  -0.0001
H (-3.214197, -2.446160, 1.914076)  0.0000
H (-2.960637, -5.686254, 0.596014)  -0.0004
H (-1.719264, -5.231518, 1.763393)  0.0000
H (-1.249733, -5.864900, 0.185152)  0.0000
H (0.069893, -2.985614, -1.111012)  0.0013
H (0.119868, -4.863553, 2.725245)  0.0000
H (1.117821, -3.559521, 3.354937)  0.0000
H (1.876017, -5.020589, 2.721111)  0.0002
H (1.257593, -5.957092, 0.069607)  0.0001
H (2.878992, -5.254414, 0.015053)  0.0004
H (1.703411, -4.880277, -1.247997)  0.0001
H (2.255636, -1.338462, 1.074729)  0.0030
H (3.282947, -2.367607, 0.100735)  0.0000
H (3.283460, -2.552399, 1.858701)  0.0001

Atoms 1-3, force components in eV/Å:
Ir -0.210 1.184 -0.053
C -0.170 0.064 0.028
Si 0.568 -0.545 -0.096